one.
A 2-piece molecular cluster, C4H7NO overall. Source: the OMol25 dataset; level of theory: ωB97M-V/def2-TZVPD.

Geometry (Å):
C 0.873 1.848 -1.258
C 0.337 0.685 -0.462
N -1.685 -1.468 0.739
C -0.839 -1.741 1.645
C 0.713 -0.550 -0.717
O 1.097 -1.626 -0.968
H 0.054 2.494 -1.592
H 1.404 1.502 -2.148
H 1.566 2.459 -0.669
H -0.379 0.833 0.337
H -2.270 -0.679 1.027
H -0.132 -2.554 1.471
H -0.737 -1.202 2.596

SMILES string: CC=C=O.C=N
Lowest unoccupied orbital energy: 0.81 eV

=====

two.
The molecule C4H7NO. Source: the OMol25 dataset; level of theory: ωB97M-V/def2-TZVPD.

Geometry (Å):
C 2.107 -0.203 0.116
C 0.647 0.101 0.109
N 0.058 1.107 -0.391
C -1.368 0.925 -0.057
C -1.433 -0.559 0.235
O -0.149 -0.859 0.718
H 2.451 -0.347 1.144
H 2.663 0.612 -0.350
H 2.296 -1.134 -0.430
H -1.590 1.614 0.772
H -2.023 1.166 -0.888
H -1.522 -1.071 -0.979
H -2.137 -1.351 0.000

SMILES string: CC1=NCCO1
Lowest unoccupied orbital energy: 0.94 eV

=====

three.
The molecule C4H7NO. Source: the OMol25 dataset; level of theory: ωB97M-V/def2-TZVPD.

Geometry (Å):
N -1.126 -0.086 1.877
C -0.593 -0.681 0.759
O -0.941 -1.783 0.376
C 0.490 0.133 0.110
C 0.226 0.829 -1.205
C 1.097 -0.383 -1.156
H -1.171 0.919 1.916
H -1.886 -0.576 2.322
H 1.124 0.665 0.813
H -0.760 0.743 -1.648
H 0.700 1.798 -1.335
H 2.164 -0.265 -1.310
H 0.675 -1.313 -1.520

SMILES string: NC(=O)C1CC1
Lowest unoccupied orbital energy: 0.97 eV

=====

Q: Which of them is the least stable? A: two.

=====

one.
The molecule C4H7NO. Source: the OMol25 dataset; level of theory: ωB97M-V/def2-TZVPD.

Geometry (Å):
O 0.485 -1.098 1.382
C -0.716 -0.972 0.668
C -0.903 0.370 -0.368
C 0.388 1.154 -0.282
C 1.513 0.348 -0.784
N 2.376 -0.326 -1.161
H 1.162 -1.582 0.891
H -1.496 -0.951 1.430
H -0.861 -1.458 -0.258
H -1.773 0.933 -0.030
H -1.113 0.141 -1.449
H 0.569 1.336 0.778
H 0.367 2.105 -0.817

SMILES string: N#CCCCO
Lowest unoccupied orbital energy: 0.83 eV

=====

two.
The molecule C4H7NO. Source: the OMol25 dataset; level of theory: ωB97M-V/def2-TZVPD.

Geometry (Å):
C 2.105 -0.199 0.118
C 0.641 0.082 0.103
N 0.057 1.108 -0.367
C -1.377 0.912 -0.076
C -1.418 -0.608 0.059
O -0.149 -0.907 0.645
H 2.445 -0.339 1.148
H 2.654 0.626 -0.340
H 2.312 -1.126 -0.429
H -1.618 1.558 0.782
H -2.002 1.207 -0.915
H -1.430 -1.008 -0.984
H -2.220 -1.306 0.256

SMILES string: CC1=NCCO1
Lowest unoccupied orbital energy: 1.05 eV

=====

three.
The molecule C4H7NO. Source: the OMol25 dataset; level of theory: ωB97M-V/def2-TZVPD.

Geometry (Å):
C 0.791 -0.762 -1.157
C 0.548 0.044 0.108
N -0.350 1.202 -0.039
C -1.558 0.905 0.365
C -0.287 -0.717 1.173
O -0.608 -1.875 1.116
H 1.440 -0.244 -1.871
H -0.156 -1.004 -1.647
H 1.272 -1.707 -0.886
H 1.511 0.358 0.547
H 0.020 2.124 -0.263
H -2.225 1.766 0.463
H -0.397 -0.090 2.089

Lowest unoccupied orbital energy: 0.70 eV

=====

Q: Which of them is the least stable? A: three.

=====

one.
The molecule C4H7NO. Source: the OMol25 dataset; level of theory: ωB97M-V/def2-TZVPD.

Geometry (Å):
O -0.869 -0.557 -1.707
C -0.202 0.370 -0.908
C -0.862 0.714 0.456
C 0.276 -0.047 1.167
N 0.340 -1.398 0.875
C 1.030 -0.201 -0.159
H -1.021 -1.325 -1.130
H 0.027 1.237 -1.534
H -1.866 0.308 0.616
H -0.857 1.790 0.653
H 0.796 0.360 2.041
H 1.158 -1.370 -0.242
H 2.065 0.149 -0.188

Lowest unoccupied orbital energy: 0.99 eV

=====

two.
The molecule C4H7NO. Source: the OMol25 dataset; level of theory: ωB97M-V/def2-TZVPD.

Geometry (Å):
C -1.522 0.148 -0.086
C -0.137 0.355 -0.786
C 0.530 0.386 0.949
N 1.544 -0.584 0.736
C 1.513 -1.031 -0.431
O 0.594 -0.644 -1.319
H -2.086 0.422 -0.984
H -1.742 -0.893 0.126
H -1.996 0.709 0.718
H 0.163 1.369 -1.014
H 0.967 1.379 1.077
H -0.006 0.152 1.869
H 2.188 -1.773 -0.835

SMILES string: C[C@H]1CN=CO1
Lowest unoccupied orbital energy: 1.02 eV

=====

Q: Which of them is the least stable? A: one.

=====

one.
A 3-piece molecular cluster, C4H7NO overall. Source: the OMol25 dataset; level of theory: ωB97M-V/def2-TZVPD.

Geometry (Å):
C -0.845 1.338 -0.636
C -1.774 0.403 -0.834
C 1.391 -1.478 0.323
O 1.839 -0.550 -0.308
C -1.648 -0.908 -0.257
N -1.529 -1.960 0.213
H -0.950 2.323 -1.080
H 0.046 1.144 -0.047
H 1.788 1.839 1.630
H -2.657 0.581 -1.440
H 1.295 -2.490 -0.110
H 1.047 -1.366 1.368
H 1.977 1.301 1.150

SMILES string: C=CC#N.[H][H].C=O
Lowest unoccupied orbital energy: 0.39 eV

=====

two.
The molecule C4H7NO. Source: the OMol25 dataset; level of theory: ωB97M-V/def2-TZVPD.

Geometry (Å):
C -1.997 -0.675 0.239
C 0.297 -0.254 -0.416
O -1.045 0.415 0.252
C 1.407 0.469 0.335
C 2.654 0.069 -0.322
N 3.619 -0.249 -0.874
H -2.989 -0.266 0.437
H -1.932 -1.198 -0.716
H -1.665 -1.350 1.025
H 0.211 0.193 -1.420
H -1.385 1.194 -0.224
H 1.452 0.135 1.379
H 1.376 1.573 0.347

Lowest unoccupied orbital energy: 0.07 eV

=====

Q: Which of them is the least stable? A: two.

=====

one.
The molecule C4H7NO. Source: the OMol25 dataset; level of theory: ωB97M-V/def2-TZVPD.

Geometry (Å):
O 2.076 0.683 0.043
C 0.958 0.203 -0.658
C 0.249 -1.061 -0.119
C -1.123 -0.419 0.071
N -1.227 0.195 1.274
C -0.346 0.931 -0.573
H 1.749 1.060 0.871
H 1.308 0.035 -1.687
H 0.704 -1.358 0.823
H 0.216 -1.874 -0.839
H -1.999 -0.831 -0.438
H -2.210 0.490 1.394
H -0.355 1.945 -0.162

Lowest unoccupied orbital energy (spin up / spin down): -0.15 / -0.19 eV

=====

two.
The molecule C4H7NO. Source: the OMol25 dataset; level of theory: ωB97M-V/def2-TZVPD.

Geometry (Å):
C 1.894 -0.231 0.483
C 0.649 0.562 0.178
O 0.578 1.762 0.288
C -0.547 -0.247 -0.299
C -2.356 0.030 -0.017
N -1.520 0.543 -1.046
H 2.343 -0.579 -0.454
H 1.655 -1.118 1.078
H 2.615 0.392 1.014
H -0.295 -1.193 -0.777
H -1.084 -0.445 0.738
H -2.627 -0.993 -0.360
H -1.307 1.517 -0.825

Lowest unoccupied orbital energy: 0.55 eV

=====

Q: Which of them is the least stable? A: one.

=====

one.
The molecule C4H7NO. Source: the OMol25 dataset; level of theory: ωB97M-V/def2-TZVPD.

Geometry (Å):
C -1.512 -0.176 0.569
C -0.674 -0.955 -0.405
C 0.664 -0.973 -0.455
N 1.543 -0.273 0.392
C 1.624 0.990 0.301
O 0.950 1.804 -0.530
H -1.918 -0.845 1.338
H -2.367 0.296 0.071
H -0.942 0.603 1.083
H -1.202 -1.619 -1.087
H 1.170 -1.646 -1.146
H 0.361 1.248 -1.071
H 2.304 1.548 0.940

SMILES string: C/C=C\N=C/O
Lowest unoccupied orbital energy: 0.92 eV

=====

two.
The molecule C4H7NO. Source: the OMol25 dataset; level of theory: ωB97M-V/def2-TZVPD.

Geometry (Å):
C 1.600 -0.049 0.460
C 0.359 -0.110 -0.415
C -0.906 -0.846 0.099
N -1.678 0.334 -0.289
C -0.572 1.118 -0.522
O -0.431 2.298 -0.719
H 2.136 0.892 0.305
H 1.350 -0.121 1.524
H 2.285 -0.868 0.219
H 0.614 -0.434 -1.430
H -0.887 -1.010 1.184
H -1.189 -1.770 -0.413
H -2.615 0.613 -0.035

SMILES string: C[C@H]1CNC1=O
Lowest unoccupied orbital energy: 0.98 eV

=====

Q: Which of them is the least stable? A: one.

=====

one.
The molecule C2H7N3O. Source: the OMol25 dataset; level of theory: ωB97M-V/def2-TZVPD.

Geometry (Å):
C -1.608 0.449 -0.365
C 1.139 -1.103 -0.160
H -2.089 -0.324 -0.945
H -0.887 1.059 -0.978
H -2.406 1.071 0.116
H -1.469 -0.507 1.343
H 1.622 -2.007 -0.681
H 2.844 0.029 -0.163
H 0.620 1.329 0.823
N -0.804 -0.161 0.695
N -0.078 -1.243 0.090
N 1.861 0.035 0.212
O 1.255 1.373 0.013

SMILES string: CN/N=C\NO
Lowest unoccupied orbital energy: 1.02 eV

=====

two.
The molecule C2H7N3O. Source: the OMol25 dataset; level of theory: ωB97M-V/def2-TZVPD.

Geometry (Å):
C 0.310 -0.186 -0.084
C 0.148 -0.674 -1.476
N 1.510 0.251 0.334
N -0.937 1.135 1.200
N -0.630 -0.474 0.860
O -1.652 -1.155 0.527
H 2.178 0.562 -0.354
H 1.533 0.753 1.217
H -1.945 1.125 1.042
H -0.810 1.110 2.209
H 0.544 0.037 -2.200
H -0.911 -0.854 -1.684
H 0.661 -1.630 -1.591

SMILES string: C/C(N)=[N+](/N)[O-]
Lowest unoccupied orbital energy (spin up / spin down): 0.46 / 0.46 eV

=====

Q: Which of them is the least stable? A: two.